{
  "formula": "C36H65Br22N7",
  "method": "the ωB97M-V functional and the def2-TZVPD basis",
  "homo_ev": -9.9799,
  "energy_ha": -58422.26790,
  "species": ["Br", "C", "C", "Br", "H", "H", "H", "H", "Br", "C", "C", "Br", "H", "H", "H", "H", "Br", "C", "C", "Br", "H", "H", "H", "H", "Br", "C", "C", "Br", "H", "H", "H", "H", "Br", "C", "C", "Br", "H", "H", "H", "H", "Br", "C", "C", "Br", "H", "H", "H", "H", "Br", "C", "C", "Br", "H", "H", "H", "H", "Br", "C", "C", "Br", "H", "H", "H", "H", "Br", "C", "C", "Br", "H", "H", "H", "H", "Br", "C", "C", "Br", "H", "H", "H", "H", "Br", "C", "C", "Br", "H", "H", "H", "H", "C", "C", "N", "H", "H", "H", "C", "C", "N", "H", "H", "H", "C", "C", "N", "H", "H", "H", "C", "C", "N", "H", "H", "H", "C", "C", "N", "H", "H", "H", "C", "C", "N", "H", "H", "H", "C", "C", "N", "H", "H", "H"],
  "coordinates": [[0.055, -7.094, -3.032], [-1.032, -5.831, -4.007], [-0.332, -4.588, -4.241], [0.400, -4.470, -6.011], [-1.836, -5.616, -3.282], [-1.512, -6.229, -4.944], [0.418, -4.344, -3.481], [-1.121, -3.820, -4.225], [-1.819, -1.054, -4.504], [-2.272, -0.684, -6.343], [-3.753, -0.305, -6.472], [-4.219, 0.411, -8.259], [-2.010, -1.564, -6.894], [-1.557, 0.043, -6.608], [-3.987, 0.537, -5.826], [-4.471, -1.127, -6.410], [-0.186, -5.479, 5.044], [-0.440, -5.559, 3.099], [-1.693, -4.854, 2.725], [-1.352, -2.946, 2.673], [-0.285, -6.645, 2.876], [0.414, -5.017, 2.692], [-2.483, -5.106, 3.429], [-1.968, -5.155, 1.695], [-5.135, -0.673, 5.476], [-3.484, -1.069, 6.511], [-3.454, -2.519, 6.983], [-1.787, -2.876, 7.969], [-3.562, -0.371, 7.315], [-2.676, -0.776, 5.859], [-3.401, -3.221, 6.210], [-4.263, -2.673, 7.706], [-3.702, 6.940, 2.516], [-3.776, 5.062, 3.234], [-4.298, 4.106, 2.129], [-3.806, 2.305, 2.711], [-4.500, 5.110, 4.069], [-2.787, 4.771, 3.574], [-3.759, 4.260, 1.215], [-5.358, 4.237, 1.834], [0.270, 8.563, 2.730], [-0.057, 6.982, 1.688], [0.308, 5.754, 2.573], [-0.462, 4.144, 1.802], [0.435, 7.005, 0.749], [-1.160, 6.915, 1.511], [-0.063, 5.751, 3.605], [1.377, 5.589, 2.598], [7.003, -1.925, -0.688], [5.120, -1.348, -0.745], [5.042, -0.088, -1.647], [5.570, 1.465, -0.635], [4.986, -1.072, 0.276], [4.611, -2.263, -1.068], [4.027, 0.087, -1.979], [5.721, -0.097, -2.494], [0.590, 0.393, 4.831], [0.321, 2.260, 5.213], [-0.867, 2.505, 6.149], [-1.457, 4.333, 5.939], [0.183, 2.706, 4.263], [1.203, 2.696, 5.652], [-0.673, 2.299, 7.160], [-1.794, 1.986, 5.795], [-1.272, -2.928, -1.302], [-2.897, -2.024, -0.796], [-4.016, -3.041, -0.522], [-4.629, -3.950, -2.113], [-3.069, -1.248, -1.538], [-2.727, -1.576, 0.199], [-4.859, -2.553, 0.056], [-3.491, -3.810, 0.137], [-3.280, 3.733, -1.450], [-4.604, 2.763, -2.535], [-4.387, 1.303, -2.391], [-5.706, 0.167, -3.291], [-4.381, 3.029, -3.538], [-5.564, 3.092, -2.256], [-4.360, 0.954, -1.392], [-3.367, 1.117, -2.775], [4.138, 3.800, 2.562], [3.466, 1.941, 2.601], [4.416, 0.965, 3.130], [4.424, 1.042, 5.158], [3.377, 1.782, 1.550], [2.433, 1.853, 3.122], [5.458, 1.012, 2.740], [4.078, -0.039, 2.932], [2.449, -1.124, -4.876], [1.917, -0.245, -5.904], [1.319, 0.227, -6.766], [3.362, -0.731, -4.497], [2.432, -2.135, -5.210], [1.803, -1.199, -4.021], [5.687, -5.366, -3.800], [4.799, -4.399, -3.241], [3.951, -3.781, -2.764], [5.413, -6.339, -3.401], [6.744, -5.115, -3.570], [5.488, -5.534, -4.930], [-0.198, 3.443, -6.120], [-1.433, 2.847, -5.700], [-2.455, 2.528, -5.234], [-0.357, 3.897, -7.085], [0.632, 2.733, -6.135], [-0.034, 4.125, -5.300], [2.519, -1.878, 6.669], [2.758, -2.342, 5.295], [2.954, -2.576, 4.184], [2.993, -0.865, 6.677], [2.910, -2.573, 7.453], [1.454, -1.729, 6.837], [3.378, 4.561, -1.498], [1.991, 4.479, -2.079], [1.030, 4.549, -2.689], [3.339, 3.884, -0.656], [3.600, 5.594, -1.359], [3.976, 4.132, -2.306], [2.279, -2.771, 1.099], [1.695, -1.458, 0.854], [1.409, -0.347, 0.782], [3.370, -2.697, 1.163], [1.927, -3.431, 0.375], [2.030, -3.131, 2.094], [-0.411, 1.069, -1.677], [1.025, 1.109, -1.975], [2.136, 1.101, -2.264], [-0.933, 0.962, -2.651], [-0.765, 2.053, -1.405], [-0.811, 0.328, -0.941]],
  "forces_ev_per_angstrom": [[0.21, -0.58, -0.25], [-2.01, -1.43, 0.40], [-0.16, 2.21, -0.06], [0.56, 0.07, -0.35], [0.19, -0.19, -0.37], [0.75, -0.02, 1.09], [-0.08, -0.07, -0.42], [0.57, 0.08, -0.03], [-0.09, -0.27, 0.49], [-1.16, -0.50, -0.18], [0.27, 0.42, -0.46], [0.46, -0.12, 0.12], [-0.09, -0.60, -0.25], [0.30, 1.23, -0.47], [-0.08, -0.30, 0.18], [0.53, 0.11, 0.54], [0.02, 0.07, -0.02], [1.73, -0.75, 0.63], [-0.40, -0.74, -0.96], [-0.32, 0.09, 0.17], [-0.83, 1.02, -0.12], [0.01, -0.22, 0.00], [-0.17, 0.36, -0.19], [-0.04, 0.28, 0.52], [0.43, -0.37, 0.21], [-0.51, -0.35, -0.50], [0.08, 1.63, 1.33], [-0.15, 0.26, -0.03], [0.15, 0.23, 0.66], [0.28, -0.21, -0.15], [-0.37, -0.90, -1.16], [0.21, -0.28, -0.43], [-0.04, -0.95, 0.37], [-1.46, 0.08, -0.59], [0.38, 0.96, 0.39], [-0.50, 0.04, -0.12], [0.61, -0.01, -0.37], [-0.07, 0.24, -0.16], [0.49, 0.00, -0.27], [0.46, -0.42, 0.81], [0.16, 0.30, -0.09], [-2.01, -1.55, 1.68], [0.13, 0.48, -0.44], [0.00, -0.23, -0.24], [0.73, 0.06, -0.61], [0.99, 0.37, 0.08], [-0.07, 0.51, -0.47], [0.22, -0.03, 0.01], [0.16, -0.19, -0.03], [1.35, 0.43, -1.07], [-0.28, -1.06, 0.38], [0.02, 0.33, 0.22], [-0.73, 0.00, 0.58], [-0.28, 0.72, -0.06], [-0.13, 0.10, 0.03], [-0.05, -0.34, 0.02], [-0.06, -0.29, 0.12], [-0.49, 0.21, 1.10], [-1.30, -0.61, -2.57], [0.26, 0.58, 0.37], [-0.40, 0.47, -0.88], [0.54, -0.18, 0.14], [0.28, -0.17, 1.24], [1.08, -0.02, 0.43], [0.29, -0.02, -0.04], [-0.65, 0.02, 1.02], [0.92, -0.02, 1.24], [-0.12, 0.11, 0.15], [-0.29, -0.22, -0.05], [0.27, 0.04, -0.54], [0.83, -0.67, -0.97], [-1.17, 0.80, -0.78], [-0.24, -0.25, -0.21], [0.56, 0.01, 0.06], [1.40, -0.62, -0.43], [0.35, 0.45, 0.08], [0.09, 0.47, -0.86], [-1.06, 0.45, 0.47], [-0.34, -0.13, 1.13], [-0.64, -0.39, -0.33], [-0.25, -0.33, 0.44], [-1.83, 0.81, 0.41], [1.34, -0.65, 1.22], [0.37, 0.08, -1.05], [-0.45, -0.43, -0.73], [1.86, 0.48, -0.99], [-0.72, 0.41, 0.57], [-0.40, -0.36, 0.01], [-0.53, 0.58, 0.36], [-1.11, -0.63, -0.33], [0.40, 0.38, 0.24], [1.03, -0.19, 0.11], [0.74, -0.74, -0.69], [-0.66, 0.58, 0.40], [0.75, -0.97, -2.04], [-1.52, 0.50, 0.51], [0.55, 0.06, -0.25], [0.23, -0.06, 0.43], [-0.66, -0.29, -0.38], [0.57, 0.80, 1.73], [0.33, -0.48, 0.24], [-2.85, -1.07, 1.34], [1.94, 0.32, -0.99], [0.27, 0.38, -0.17], [-0.25, -0.03, -0.17], [0.55, 0.82, -0.06], [0.52, 0.28, 0.09], [-0.06, 0.00, -0.17], [-0.08, -0.01, 0.66], [-0.23, -0.87, 0.45], [-0.09, 0.67, -0.82], [-0.05, -0.13, -0.09], [-2.20, -1.49, -1.52], [1.84, 0.73, 0.34], [-1.17, -0.20, -0.35], [0.69, 0.30, 0.50], [0.35, 0.54, 0.60], [0.37, 0.05, 0.38], [0.43, 0.86, 1.27], [0.68, 0.39, 0.68], [-0.32, -0.10, -0.19], [-0.20, 0.01, -0.52], [-0.23, -1.33, -1.31], [-0.42, 0.13, 0.04], [-0.88, 0.09, -0.79], [-0.58, -0.55, 0.50], [-0.10, 0.17, -0.06], [0.31, -0.43, 0.40], [0.23, 0.41, 0.53], [1.01, 0.46, -0.64]]
}